Formula: C14H16LaO7
Source: the Open Molecules 2025 dataset
Level of theory: wB97M-V/def2-TZVPD

## Properties
Total charge: +3
HOMO (eV): -17.91

Element x y z (Å)
1 C -2.352 -1.202 0.459
2 C -2.583 0.424 0.498
3 O -3.377 0.956 -0.437
4 O -1.876 1.194 1.539
5 C -1.186 2.371 0.948
6 C -0.465 3.339 2.059
7 C 0.589 2.539 3.059
8 C 2.101 2.350 2.369
9 O 2.621 0.979 2.473
10 C 2.166 0.116 1.375
11 O 1.729 0.505 0.175
12 O 2.257 -1.363 1.607
13 O 2.605 -1.935 0.460
14 C 1.472 -2.763 -0.047
15 O 0.965 -3.814 0.648
16 C 0.871 -2.300 -1.533
17 C -0.626 -2.759 -2.030
18 C -1.137 -2.208 -3.498
19 C -0.226 -1.238 -4.485
20 C 1.282 -0.807 -4.006
21 C 1.796 -1.340 -2.538
22 H -1.185 -1.422 0.355
23 H -2.856 -1.678 -0.512
24 H -2.758 -1.730 1.425
25 H -1.995 3.031 0.390
26 H -0.420 1.985 0.153
27 H 0.030 4.237 1.494
28 H -1.330 3.756 2.767
29 H 0.158 1.526 3.462
30 H 0.700 3.245 4.016
31 H 2.816 3.024 3.047
32 H 2.155 2.822 1.294
33 H -1.302 -3.427 -1.317
34 H -2.209 -2.524 -3.862
35 H -0.627 -0.844 -5.521
36 H 2.013 -0.134 -4.667
37 H 2.882 -1.049 -2.144
38 La -2.698 -3.859 0.525